Entry from the OMol25 dataset: a gas-phase ion, C2H4NO2 (charge -1) in a non-equilibrium geometry (the ωB97M-V functional and the def2-TZVPD basis).

Computed properties:
Relative energy (zero: lowest compared OMol25 entry of this formula, charge and spin), eV: 6.582
HOMO energy (spin up / spin down), eV: -1.705 / -2.497
Gap between HOMO and LUMO (spin up / spin down), eV: 6.502 / 7.320
Molecular weight, g/mol: 74.1
Charge: -1
LUMO (spin up / spin down), eV: 4.797 / 4.823

Last column: natural (NBO) charge in e.
Positions of all 9 atoms, in Å:
C  -0.560906  -0.786666  -0.090873  -0.55
C  -0.520688  0.718354  0.068835  -0.11
N  1.635847  -0.223092  -0.632866  0.20
O  2.339681  -0.582417  0.301079  -0.48
O  0.796055  1.039431  -0.070519  -0.59
H  -0.201185  -1.356715  0.776085  0.15
H  -1.468165  -1.055517  -0.586288  0.14
H  -1.160179  0.978379  -0.740824  0.11
H  -0.860456  1.268247  0.975374  0.13

Cartesian forces (eV/Å) of the 2 atoms listed first:
0.5 0.5 1.5
0.5 -1.6 0.1

Entry from the OMol25 dataset: a single C5H10O2 molecule (the ωB97M-V functional and the def2-TZVPD basis).

Computed properties:
Relative energy (zero: lowest compared OMol25 entry of this formula, charge and spin), eV: 5.311
HOMO energy, eV: -7.127
Gap between HOMO and LUMO, eV: 8.043
Molecular weight, g/mol: 102.1
LUMO, eV: 0.915

Last column: natural (NBO) charge in e.
Positions of all 17 atoms, in Å:
C  -1.251878  -0.742400  -1.098128  -0.66
C  -1.209223  0.511626  -0.245522  0.03
C  -1.116307  0.511252  1.255886  -0.37
O  0.095723  -0.363711  1.344966  -0.55
C  1.033178  0.321186  0.657343  0.39
C  2.033269  -0.531786  -0.071321  -0.66
O  0.201371  1.169027  -0.369753  -0.60
H  -0.865725  -0.570001  -2.108966  0.22
H  -2.301266  -1.044277  -1.189301  0.23
H  -0.703743  -1.559857  -0.625968  0.23
H  -1.874116  1.285719  -0.638257  0.21
H  -1.907696  -0.012920  1.795640  0.18
H  -0.127740  1.801824  0.400197  0.50
H  1.505435  1.129849  1.238695  0.16
H  1.542897  -1.216058  -0.767696  0.23
H  2.745639  0.093222  -0.616103  0.22
H  2.575664  -1.120528  0.674510  0.24

Cartesian forces (eV/Å) of the 2 atoms listed first:
0.0 -0.1 0.1
-0.1 0.1 0.0

Entry from the OMol25 dataset: a single C2H2N2O2 molecule in a non-equilibrium geometry (the ωB97M-V functional and the def2-TZVPD basis).

Computed properties:
Relative energy (zero: lowest compared OMol25 entry of this formula, charge and spin), eV: 2.263
HOMO energy, eV: -10.749
Gap between HOMO and LUMO, eV: 10.856
Molecular weight, g/mol: 86.0
LUMO, eV: 0.107

Last column: natural (NBO) charge in e.
Positions of all 8 atoms, in Å:
C  -1.100272  -0.071112  -0.077585  0.72
C  0.951082  -0.745634  -0.078475  0.43
H  1.834781  -1.302481  -0.241208  0.20
H  -0.072426  1.576715  0.856778  0.37
N  -0.286922  -1.213192  0.035091  -0.54
N  -0.157552  1.207259  -0.090689  -0.35
O  -2.291297  -0.012179  -0.185882  -0.51
O  1.122608  0.560622  -0.218029  -0.33

Cartesian forces (eV/Å) of the 2 atoms listed first:
-0.2 1.0 0.4
-3.5 0.0 -0.6

Entry from the OMol25 dataset: a molecular structure, C12H26FeN4O7 in a non-equilibrium geometry (the ωB97M-V functional and the def2-TZVPD basis).

Computed properties:
Relative energy (zero: lowest compared OMol25 entry of this formula, charge and spin), eV: 1.274
HOMO energy (spin up / spin down), eV: -7.237 / -6.799
Gap between HOMO and LUMO (spin up / spin down), eV: 6.026 / 4.810
Molecular weight, g/mol: 394.2
LUMO (spin up / spin down), eV: -1.211 / -1.989
Spin multiplicity: 5

Last column: Löwdin spin population.
Positions of all 50 atoms, in Å:
O  2.114605  0.679000  -3.754578  0.10
H  3.042487  0.255845  -3.793517  0.00
Fe  0.346952  -0.505227  -0.557290  2.31
N  0.213639  1.254987  -1.435127  0.14
N  1.635958  0.522039  0.428154  0.20
N  -1.439344  -0.969816  -1.063659  0.01
N  -0.051750  -1.678239  0.875398  0.01
O  -0.724343  1.718409  -2.156073  0.37
O  -2.173952  -0.407759  -2.058906  -0.01
O  0.684506  -1.788219  2.010945  -0.01
O  2.166213  0.234151  1.585615  0.25
C  2.168693  1.582785  -0.265341  -0.04
C  1.330972  2.049599  -1.289419  0.09
C  -2.038721  -1.933560  -0.319830  0.08
C  -1.227837  -2.361298  0.799458  0.09
C  1.627993  3.210417  -2.175452  0.01
H  1.632496  2.881402  -3.221602  0.00
H  2.624031  3.600566  -1.914244  0.00
H  0.904990  4.027322  -2.027899  0.00
C  3.525075  2.071990  0.077257  -0.01
H  4.270611  1.274077  -0.065150  0.00
H  3.573244  2.406257  1.123004  0.00
H  3.792364  2.903390  -0.581024  0.00
C  -3.460699  -2.315417  -0.520368  0.01
C  -1.705645  -3.292090  1.857549  0.01
H  -3.811547  -2.056816  -1.526347  0.00
H  -4.108638  -1.794803  0.202175  0.00
H  -3.622138  -3.388294  -0.354549  0.00
H  -1.085644  -3.226380  2.759846  0.00
H  -1.666595  -4.333447  1.504425  0.01
H  -2.757468  -3.085026  2.110737  0.00
H  -1.778142  0.548010  -2.092698  0.00
H  1.406458  -1.018672  1.880607  0.00
C  1.447147  -1.633763  -1.625996  0.25
H  1.650284  -0.960977  -2.455528  0.03
H  0.962337  -2.567018  -1.944902  0.03
H  2.379429  -1.855549  -1.081402  0.03
O  -0.400135  0.271713  -4.753658  0.01
H  0.533849  0.607198  -4.731554  0.00
H  -0.321115  -0.537958  -4.213690  0.00
C  -1.710458  -0.171015  3.660180  0.00
C  -1.190984  0.973097  2.824470  0.00
C  -0.635584  2.097774  3.642004  0.00
O  -1.161781  1.001850  1.587892  0.01
H  -2.020692  0.135906  4.665965  0.00
H  -0.928144  -0.927669  3.770216  0.00
H  -2.563966  -0.635977  3.171389  0.00
H  0.454463  2.052240  3.595667  0.00
H  -0.918597  3.040704  3.174320  0.00
H  -0.984879  2.044262  4.672530  0.00

Cartesian forces (eV/Å) of the 2 atoms listed first:
2.0 -0.9 0.5
-2.2 1.1 -0.1

Entry from the OMol25 dataset: a molecular structure, C13H10BF4IN4O2S2Sn (the ωB97M-V functional and the def2-TZVPD basis).

Computed properties:
Relative energy (zero: lowest compared OMol25 entry of this formula, charge and spin), eV: 0.669
HOMO energy (spin up / spin down), eV: -14.515 / -14.435
Gap between HOMO and LUMO (spin up / spin down), eV: 5.633 / 4.691
Molecular weight, g/mol: 650.8
Charge: +2
LUMO (spin up / spin down), eV: -8.882 / -9.743

Last column: natural (NBO) charge in e.
Positions of all 38 atoms, in Å:
Sn  -0.438958  1.943255  -1.298140  1.51
N  -4.161684  0.976370  -0.996134  -0.73
C  -3.559543  1.125863  0.183124  0.33
N  -2.351722  1.594155  0.368436  -0.57
C  -2.037436  1.602145  1.699580  0.16
C  -3.043373  1.170734  2.548217  -0.30
S  -4.402143  0.701625  1.671163  0.54
C  -0.730296  1.946081  2.107379  0.16
C  -0.296470  1.997989  3.428728  -0.32
S  1.346389  2.356843  3.512065  0.54
C  1.410627  2.410218  1.743411  0.34
N  0.231794  2.191122  1.168956  -0.59
N  2.544453  2.652406  1.131096  -0.71
H  -3.675166  1.192280  -1.847775  0.43
H  -5.081237  0.582801  -1.073115  0.43
H  -3.024950  1.110335  3.627490  0.27
H  -0.888245  1.854199  4.321769  0.27
H  3.402612  2.784973  1.639785  0.43
H  2.561231  2.616732  0.108566  0.47
I  2.371082  -6.462434  -1.576644  0.69
C  1.456729  -4.736957  -1.130948  -0.17
C  0.338463  -4.757276  -0.253553  -0.19
C  -0.264118  -3.571104  0.052666  -0.17
C  0.202577  -2.372874  -0.527509  0.02
C  1.342796  -2.356948  -1.360636  -0.17
C  1.965787  -3.529926  -1.683638  -0.18
C  -0.560295  -1.088236  -0.246493  0.78
O  -1.341192  -1.067538  0.688582  -0.63
O  -0.271892  -0.136457  -1.079586  -0.87
H  -0.027855  -5.689752  0.156484  0.26
H  -1.118344  -3.534687  0.716780  0.27
H  1.693698  -1.418027  -1.766483  0.27
H  2.817691  -3.540220  -2.351951  0.26
F  2.484596  1.382394  -3.804425  -0.51
B  2.963986  2.356554  -3.025834  1.48
F  2.562551  3.614121  -3.210839  -0.50
F  4.010781  2.109972  -2.223890  -0.51
F  1.567076  1.989268  -1.416686  -0.79

Cartesian forces (eV/Å) of the 2 atoms listed first:
-0.2 0.4 -0.2
0.2 0.0 0.3